Entry 1:
The following is a DFT calculation (ωB97M-V/def2-TZVPD) of an isolated molecule of C17H12Cl2N4O2 in a non-equilibrium geometry.

Results
E_LUMO	0.021	eV
energy above the lowest of the compared OMol25 structures with the same formula, charge and spin	48.4	kcal/mol
frontier orbital gap	8.8	eV
net charge	0
structure (SMILES)	O=C(c1ccc(Cl)cc1)c1c[nH]c(C(=O)NNc2cccc(Cl)n2)c1
strongest force on any atom	0.1155	Eh/bohr

Structure (XYZ):
```
37
C17H12Cl2N4O2 ωB97M-V/def2-TZVPD
O -4.76571 1.43750 -1.76612
O 1.30064 -1.87787 -2.66455
Cl 7.17006 -3.27785 0.55115
Cl -1.89594 4.67618 3.37119
N 4.95758 -1.99245 0.04387
C -3.61029 1.46344 -1.32299
C 0.87735 -1.14648 -1.73098
C -1.33520 0.28429 -1.25308
C -2.67024 0.35691 -1.74528
C -2.72438 -0.65693 -2.65340
C -0.56578 -0.80392 -1.94157
C 5.60553 -2.85983 0.88497
C 3.69282 -1.69044 0.41091
C 4.99909 -3.43797 1.98300
C 3.03895 -2.19325 1.57402
C 3.62255 -3.15025 2.31750
C -2.88314 4.34710 0.77691
C -2.78433 2.39938 2.18447
C -3.33210 3.65213 -0.28515
C -3.20680 1.68215 1.13850
C -2.62234 3.74925 1.99377
C -3.43738 2.25910 -0.10484
N -1.55149 -1.33143 -2.82051
N 1.66859 -0.58418 -0.70782
N 3.15578 -0.80997 -0.53360
H -0.91599 0.98718 -0.62744
H -3.53721 -0.94880 -3.30759
H 5.66268 -4.01274 2.56989
H 1.99735 -2.05892 1.69076
H 3.01575 -3.63779 3.14231
H -2.62707 5.36853 0.69741
H -2.76750 1.91891 3.11881
H -3.55763 4.12434 -1.21162
H -3.40354 0.56054 1.25044
H -1.41540 -2.03595 -3.50588
H 1.12680 0.06215 -0.14285
H 3.71794 -0.82205 -1.37462
```

Löwdin atomic charge list, values in e, 6 entries: 0.09 0.01 0.76 0.60 0.10 -0.29


Entry 2:
The following is a DFT calculation (ωB97M-V/def2-TZVPD) of an isolated molecule of C17H12Cl2N6 in a non-equilibrium geometry.

Results
E_LUMO	0.319	eV
frontier orbital gap	8.8	eV
net charge	0
structure (SMILES)	Clc1ccc(-n2ncc3c(NCc4cccnc4)ncnc32)cc1Cl
strongest force on any atom	0.0213	Eh/bohr

Structure (XYZ):
```
37
C17H12Cl2N6 ωB97M-V/def2-TZVPD
Cl 1.39945 -1.74235 -7.91374
C 1.16922 -1.60846 -6.21218
C 0.13657 -0.82802 -5.71230
C -0.06162 -0.71106 -4.35073
C 0.78523 -1.38468 -3.47467
C 1.82456 -2.16958 -3.96615
C 2.01439 -2.27979 -5.33140
Cl 3.30191 -3.25227 -5.93186
H 2.47186 -2.68449 -3.27532
N 0.61335 -1.29147 -2.09531
C -0.31533 -0.58817 -1.39119
N -1.29637 0.19783 -1.84428
C -2.01829 0.73666 -0.88514
N -1.88917 0.59242 0.42419
C -0.91718 -0.19146 0.89491
N -0.80761 -0.36440 2.22281
H -0.02226 -0.89391 2.56729
C -1.60135 0.36642 3.18120
C -0.78032 1.36077 3.95766
C 0.14798 2.17830 3.31714
N 0.90075 3.06216 3.94297
C 0.76438 3.18786 5.25179
C -0.13054 2.43364 5.99557
C -0.91228 1.50141 5.33352
H -1.62016 0.89074 5.87707
H -0.21149 2.56780 7.06299
H 1.40246 3.92562 5.71936
H 0.28914 2.11734 2.24536
H -2.08353 -0.33772 3.86837
H -2.37191 0.88437 2.60161
C -0.05759 -0.83516 -0.02267
C 1.05740 -1.70550 -0.03217
N 1.43335 -1.95917 -1.25634
H 1.58355 -2.14275 0.79358
H -2.82395 1.38437 -1.20460
H -0.86178 -0.10573 -3.95649
H -0.51282 -0.31154 -6.40086
```

Löwdin atomic charge list, values in e, 6 entries: 0.67 -0.70 -0.09 0.00 -0.17 -0.04


Entry 3:
The following is a DFT calculation (ωB97M-V/def2-TZVPD) of an isolated molecule of C17H12ClN5O4S in a non-equilibrium geometry.

Results
E_LUMO	-1.174	eV
energy above the lowest of the compared OMol25 structures with the same formula, charge and spin	11.0	kcal/mol
frontier orbital gap	7.1	eV
net charge	0
structure (SMILES)	Cc1ccc([N+](=O)[O-])cc1S(=O)(=O)n1ccc(-c2cnn3ccc(Cl)nc23)c1
strongest force on any atom	0.0652	Eh/bohr

Structure (XYZ):
```
40
C17H12ClN5O4S ωB97M-V/def2-TZVPD
O -0.68122 2.36977 -6.54950
O 3.51709 1.24707 -1.84892
O 3.43938 -1.14149 -2.12850
O 1.04827 3.27831 -5.63651
Cl -2.24221 -3.55908 4.84991
N -1.50508 2.15091 3.86087
N -1.06362 -1.46114 3.85178
C -0.56005 2.06345 2.94326
C -1.94207 -1.83042 4.74548
C -2.80589 -0.85719 5.43905
C 1.49489 -1.13017 1.88000
C -0.18608 0.65020 2.74446
C 0.80293 0.14909 1.81817
C -2.68401 0.48948 5.19179
C -0.96408 -0.08483 3.62739
C 2.28514 -1.28360 0.78110
C 1.24195 0.72283 0.65944
C -0.88491 0.44361 -4.59737
C -0.97581 -0.56048 -3.62484
C 1.23369 1.19290 -3.73983
C 0.20475 1.34189 -4.69123
C 0.06342 -0.70202 -2.66908
C 1.19440 0.16158 -2.77797
N -1.77779 0.84671 4.23850
N 2.11445 -0.16210 -0.01089
N 0.19540 2.36928 -5.68429
C -0.00018 -1.85848 -1.68422
S 2.68373 0.03702 -1.68730
H -0.10072 2.90651 2.43011
H -3.54660 -1.23704 6.11508
H 1.41218 -1.85906 2.68699
H -3.29517 1.18672 5.71412
H 2.84311 -2.18595 0.52482
H 0.90907 1.68203 0.28709
H -1.68386 0.52800 -5.32685
H -1.79723 -1.26860 -3.63154
H 2.08248 1.90282 -3.75238
H 0.90216 -2.47927 -1.74794
H -0.80494 -2.56021 -1.92718
H -0.16697 -1.49903 -0.67308
```

Löwdin atomic charge list, values in e, 6 entries: 0.07 -0.30 -0.30 0.07 0.66 0.09


Entry 4:
The following is a DFT calculation (ωB97M-V/def2-TZVPD) of an isolated molecule of C17H12F2N2O3 in a non-equilibrium geometry.

Results
E_LUMO	0.213	eV
energy above the lowest of the compared OMol25 structures with the same formula, charge and spin	21.1	kcal/mol
frontier orbital gap	9.5	eV
net charge	0
structure (SMILES)	O=C1NC(=O)C(C(c2cccc(F)c2)c2cccc(F)c2)C(=O)N1
strongest force on any atom	0.0739	Eh/bohr

Structure (XYZ):
```
36
C17H12F2N2O3 ωB97M-V/def2-TZVPD
F 4.08933 0.36034 -2.47547
C 3.36757 0.87001 -1.40582
C 4.05463 1.26377 -0.27329
C 3.28579 1.65242 0.83377
C 1.89222 1.53768 0.81309
C 1.25829 0.77571 -0.20162
C -0.18947 0.21077 0.11318
C -0.70807 -0.53399 -1.13758
C -1.92959 -0.21089 -1.70025
C -2.42279 -1.00005 -2.74344
C -1.56623 -1.83912 -3.48921
C -0.31840 -2.10671 -2.93609
F 0.58956 -2.87359 -3.62257
C 0.06838 -1.57182 -1.70265
C 1.97622 0.69591 -1.41350
H 5.13542 1.15772 -0.22676
H 3.80140 1.97141 1.73743
H 1.30721 1.97804 1.63588
H -0.75087 1.14498 0.29860
H -2.47828 0.66773 -1.34558
H -3.49548 -0.93882 -3.00447
H -1.83762 -2.32664 -4.43684
H 1.00537 -1.86409 -1.22362
H 1.53043 0.36103 -2.36741
C -0.53089 -0.51217 1.36739
C -0.03447 0.11882 2.67083
O 1.01687 -0.22034 3.19664
N -0.86231 1.06563 3.26976
C -2.26384 0.90827 3.31394
O -2.95849 1.30946 4.22621
N -2.78003 0.18660 2.23571
C -2.09311 -0.65117 1.37965
O -2.69538 -1.49652 0.72924
H -0.14783 -1.54442 1.36894
H -0.53417 1.43689 4.16003
H -3.78137 0.01712 2.35589
```

Löwdin atomic charge list, values in e, 6 entries: 0.03 -0.24 -0.02 -0.06 -0.05 -0.11


Entry 5:
The following is a DFT calculation (ωB97M-V/def2-TZVPD) of a structure of composition C17H13BrN2O6Ti in a non-equilibrium geometry.

Results
E_LUMO (alpha / beta)	3.735 / 4.188	eV
energy above the lowest of the compared OMol25 structures with the same formula, charge and spin	0.0	kcal/mol
frontier orbital gap (alpha / beta)	4.3 / 5.1	eV
net charge	-2
⟨S²⟩	2.034
spin multiplicity	3
strongest force on any atom	0.0427	Eh/bohr

Structure (XYZ):
```
40
C17H13BrN2O6Ti ωB97M-V/def2-TZVPD
C -1.95999 -0.75903 -2.10022
C -1.97752 -1.24007 -0.74848
C -2.13452 -0.10805 0.12058
H -2.06220 -2.28372 -0.45481
C -2.11001 1.07228 -0.67199
C -1.96899 0.69329 -2.05260
H -1.93677 1.36313 -2.90457
H -1.95356 -1.37951 -2.98992
H -2.43706 -0.15468 1.14949
H -2.31305 2.07012 -0.31180
Ti -0.12849 -0.08721 -1.15448
Br 1.17680 -1.00003 -2.77601
C 2.13194 0.81679 -5.32054
C 1.08210 1.60892 -5.84192
C 0.08313 0.72419 -6.38515
H 1.04873 2.69288 -5.87320
C 0.53023 -0.61048 -6.19783
C 1.79958 -0.56684 -5.53872
H 2.41701 -1.42664 -5.28786
H 3.04210 1.17429 -4.85171
H -0.82590 1.03128 -6.89365
H 0.02621 -1.51442 -6.52196
O 0.49284 -1.87872 0.77401
C 0.57170 -0.74101 1.28456
O 0.63479 0.36414 0.53216
C 0.57778 -0.42559 2.73411
C 0.11437 0.83478 3.14699
C 0.01707 1.12484 4.51959
C 0.46411 0.20994 5.48310
C 0.97162 -1.02800 5.04591
C 1.02671 -1.36175 3.67231
N 1.39120 -2.01630 6.01120
O 1.32352 -1.79251 7.22784
O 1.83788 -3.08722 5.53964
N -0.64812 2.33442 4.97147
O -1.14608 3.09922 4.12357
O -0.70134 2.54567 6.19422
H -0.16594 1.60788 2.44513
H 0.26835 0.40033 6.54972
H 1.43978 -2.30659 3.35179
```

Löwdin atomic charge list, values in e, 6 entries: -0.24 -0.19 -0.14 0.12 -0.14 -0.19


Entry 6:
The following is a DFT calculation (ωB97M-V/def2-TZVPD) of an isolated molecule of C17H13Cl3N2O4.

Results
E_LUMO	0.105	eV
energy above the lowest of the compared OMol25 structures with the same formula, charge and spin	0.4	kcal/mol
frontier orbital gap	9.2	eV
net charge	0
structure (SMILES)	O=C(COC(=O)c1c(Cl)ccc(Cl)c1Cl)NC(=O)NCc1ccccc1
strongest force on any atom	0.0133	Eh/bohr

Structure (XYZ):
```
39
C17H13Cl3N2O4 ωB97M-V/def2-TZVPD
O -1.55882 -3.57982 0.45352
C -0.69860 -3.09874 -0.24644
N -0.92206 -2.24377 -1.27825
C -2.06978 -1.43188 -1.51616
O -2.00295 -0.58373 -2.37263
N -3.12808 -1.71733 -0.74907
H -3.00784 -2.40715 -0.01461
C -4.22448 -0.78238 -0.65611
C -3.96212 0.36500 0.29630
C -2.87268 0.38062 1.15526
C -2.65796 1.46295 1.99284
C -3.53165 2.53481 1.98806
C -4.62720 2.52093 1.14028
C -4.83813 1.44462 0.29916
H -5.68802 1.43886 -0.36855
H -5.31506 3.35374 1.12997
H -3.36081 3.37862 2.64014
H -1.79920 1.46177 2.64776
H -2.17351 -0.44242 1.18088
H -4.39708 -0.37631 -1.65794
H -5.11704 -1.33195 -0.34317
H -0.13137 -1.95731 -1.84430
C 0.78584 -3.42925 -0.05836
H 0.91919 -3.82568 0.95304
H 1.11510 -4.16457 -0.79504
O 1.60490 -2.28176 -0.25653
C 1.27485 -1.21581 0.48506
O 0.34638 -1.19578 1.24424
C 2.18696 -0.06057 0.21922
C 1.64497 1.14480 -0.23201
C 2.48756 2.23563 -0.45407
C 3.85094 2.12314 -0.22162
C 4.38895 0.93261 0.22935
C 3.55861 -0.15675 0.44679
Cl 4.22734 -1.62501 1.03716
H 5.44727 0.84474 0.41400
H 4.48752 2.97578 -0.39607
Cl 1.83464 3.71764 -1.01520
Cl -0.04228 1.26686 -0.55056
```

Löwdin atomic charge list, values in e, 6 entries: 0.09 -0.45 0.20 -0.54 0.07 0.09


Entry 7:
The following is a DFT calculation (ωB97M-V/def2-TZVPD) of a structure of composition C17H13F3N4O3S3W.

Results
E_LUMO (alpha / beta)	-8.847 / -8.848	eV
energy above the lowest of the compared OMol25 structures with the same formula, charge and spin	13.2	kcal/mol
frontier orbital gap (alpha / beta)	5.8 / 5.8	eV
net charge	+2
strongest force on any atom	0.0111	Eh/bohr

Structure (XYZ):
```
44
C17H13F3N4O3S3W ωB97M-V/def2-TZVPD
W 0.36019 -0.32729 1.36534
C -1.72899 -2.63040 3.23729
C -0.59714 -1.68434 3.06140
N 0.57187 -2.01919 2.49322
N 0.75437 -3.29933 2.10016
C 1.23356 -3.37110 0.89576
N 1.62179 -4.52624 0.35908
S 1.34712 -1.90756 -0.08840
C -0.48485 -0.42655 3.83757
C -1.21167 -0.09782 4.96452
C -0.85486 1.05518 5.64614
C 0.18981 1.84694 5.17489
C 0.82080 1.50099 4.00301
N 0.48149 0.38140 3.34573
H -1.76361 -3.33854 2.41399
H -2.67435 -2.09535 3.30735
H -1.57933 -3.20109 4.15821
H 1.59929 -5.36787 0.91371
H 1.95314 -4.58041 -0.58773
H -1.99638 -0.74969 5.32050
H -1.37586 1.32787 6.55413
H 0.49789 2.73827 5.70178
H 1.60912 2.10565 3.57622
F 0.87619 0.59780 -7.94348
C 0.04729 1.38070 -7.25685
F -1.20382 1.11561 -7.63027
F 0.32145 2.65670 -7.54276
C 0.21350 1.17521 -5.75510
C 1.42768 0.68902 -5.26436
C 1.59126 0.55471 -3.91055
C 0.51792 0.90906 -3.04086
C -0.71480 1.39507 -3.56511
C -0.85319 1.52727 -4.92104
C 0.68933 0.82868 -1.69605
C 0.82020 0.77742 -0.43995
H 2.22116 0.42541 -5.94919
H 2.51840 0.18725 -3.49203
H -1.51364 1.66635 -2.88732
H -1.77493 1.89620 -5.34907
O -1.20560 2.98850 2.22509
S -1.06204 2.31169 0.98673
O -1.50939 2.85260 -0.24344
O -1.33426 0.80110 1.12218
S 1.15393 1.93011 0.79955
```

Löwdin atomic charge list, values in e, 6 entries: 1.31 0.01 -0.31 -0.20 0.04 -0.74


Entry 8:
The following is a DFT calculation (ωB97M-V/def2-TZVPD) of a structure of composition C17H13F6N5O2PS3SeTc in a non-equilibrium geometry.

Results
E_LUMO (alpha / beta)	-2.387 / -3.540	eV
frontier orbital gap (alpha / beta)	6.2 / 5.1	eV
net charge	0
⟨S²⟩	2.457
spin multiplicity	3
strongest force on any atom	0.0539	Eh/bohr

Structure (XYZ):
```
49
C17H13F6N5O2PS3SeTc ωB97M-V/def2-TZVPD
Tc 9.71787 14.25140 4.70758
N 13.64239 19.11786 9.19769
C 13.31429 18.53958 7.99940
C 12.09497 19.00594 7.45632
C 11.65763 18.48785 6.28376
C 12.41900 17.53897 5.65500
C 13.63933 17.07552 6.12906
C 14.12295 17.58956 7.33382
S 11.81638 16.95147 4.15708
O 11.31155 17.99215 3.33899
O 12.75528 15.99023 3.66902
N 10.43052 16.12741 4.63538
C 9.14438 16.68347 4.61842
N 8.79223 17.94526 4.81479
C 7.46298 18.12682 5.04052
C 6.51538 17.13005 4.84271
C 6.91506 15.82702 4.57568
N 8.24835 15.65621 4.47228
H 12.85885 19.39060 9.78284
H 14.44897 18.74236 9.69795
H 11.49473 19.78120 7.95515
H 10.77566 18.86552 5.76998
H 14.09649 16.30246 5.49710
H 15.05552 17.23672 7.72909
H 7.19792 19.15751 5.31732
H 5.49110 17.40566 4.90665
H 6.24259 15.03674 4.35756
S 11.89644 13.20479 5.03682
C 11.40680 11.60875 4.57859
N 10.18582 11.32007 4.16369
C 10.05790 9.97786 3.99676
C 8.84501 9.30830 3.59185
C 8.87828 7.91884 3.67906
C 10.03360 7.19153 4.10968
C 11.21400 7.83978 4.45832
C 11.22320 9.23434 4.32899
S 12.52546 10.23435 4.76621
H 7.95304 9.88290 3.34220
H 7.99751 7.36056 3.37606
H 9.99976 6.09317 4.20105
H 12.06949 7.30170 4.85196
F 7.71358 12.83211 4.04590
P 6.26272 12.07662 4.74221
F 5.31959 12.95614 3.74562
F 6.33566 10.96554 3.53577
F 6.31361 13.31670 5.80862
F 4.92877 11.47657 5.40907
F 7.25113 11.21249 5.67698
Se 9.19030 13.72227 6.90506
```

Löwdin atomic charge list, values in e, 6 entries: 0.86 0.09 -0.31 -0.02 -0.08 -0.33